A 3-piece molecular cluster, C3H13NO3 overall at a distorted geometry. Source: the OMol25 dataset; level of theory: the ωB97M-V functional and the def2-TZVPD basis.

CARTESIAN COORDINATES (ANGSTROEM)
C  -1.333  1.858  -2.166
N  -1.459  1.021  -0.968
C  -0.601  1.425  0.130
C  -0.284  0.295  1.115
O  -1.230  -0.747  1.017
H  -0.298  1.811  -2.515
H  -1.600  2.908  -1.983
H  -2.007  1.457  -2.920
H  -2.440  0.943  -0.732
H  0.306  1.747  -0.380
H  -0.899  2.380  0.587
H  0.737  -0.094  1.112
H  -0.423  0.727  2.107
H  -1.374  -0.940  0.083
O  2.102  -3.713  1.968
H  2.129  -4.577  1.547
H  1.301  -3.738  2.502
O  2.801  -0.847  -0.321
H  2.625  -1.259  0.530
H  1.945  -0.658  -0.713

## Properties
- HOMO energy (eV) = -9.196
- total charge = 0
- energy relative to the best compared isomer or geometry (same formula, charge and spin) (kJ/mol) = 116.52
- E_LUMO (eV) = 0.73
- structure (SMILES) = CNCCO.O.O
- orbital gap (eV) = 9.9



A 4-piece molecular cluster, C3H13NO3 overall at a distorted geometry. Source: the OMol25 dataset; level of theory: the ωB97M-V functional and the def2-TZVPD basis.

CARTESIAN COORDINATES (ANGSTROEM)
C  1.536  0.496  0.817
N  0.230  0.375  0.895
C  -0.062  -0.555  2.010
C  -0.860  -1.831  1.752
H  2.267  -0.061  1.514
H  1.889  1.282  0.150
H  0.924  -0.736  2.375
H  -0.547  0.106  2.822
H  -1.004  -2.101  0.738
H  -0.439  -2.799  2.194
H  -1.827  -1.846  2.226
O  1.998  -0.637  -1.371
H  2.805  -0.613  -1.904
H  1.225  -0.950  -1.796
O  -1.940  1.601  -0.631
H  -1.520  1.125  0.025
H  -1.296  2.366  -0.706
O  -0.792  0.438  -2.605
H  -0.244  0.998  -1.941
H  -1.650  0.736  -2.580

## Properties
- HOMO energy (eV) = -10.296
- total charge = 0
- energy relative to the best compared isomer or geometry (same formula, charge and spin) (kJ/mol) = 235.27
- E_LUMO (eV) = 0.72
- structure (SMILES) = C=NCC.O.O.O
- orbital gap (eV) = 11.0



A 3-piece molecular cluster, C3H13NO3 overall at a distorted geometry. Source: the OMol25 dataset; level of theory: the ωB97M-V functional and the def2-TZVPD basis.

CARTESIAN COORDINATES (ANGSTROEM)
N  -0.198  -0.775  -1.644
C  -0.323  -0.502  -0.202
C  0.221  0.777  0.384
C  -0.106  0.946  1.812
O  0.560  2.092  2.371
H  -0.427  0.016  -2.224
H  -0.801  -1.543  -1.875
H  -1.381  -0.625  0.079
H  0.151  -1.351  0.300
H  -0.051  1.721  -0.115
H  1.317  0.752  0.280
H  0.099  -0.021  2.314
H  -1.150  1.104  2.110
H  1.322  1.738  2.801
O  3.867  2.426  1.276
H  4.112  3.082  0.607
H  3.615  2.975  2.040
O  -3.422  -3.916  -3.483
H  -3.093  -4.783  -3.697
H  -4.313  -4.112  -3.133

## Properties
- HOMO energy (eV) = -8.894
- total charge = 0
- energy relative to the best compared isomer or geometry (same formula, charge and spin) (kJ/mol) = 113.93
- E_LUMO (eV) = 0.82
- structure (SMILES) = NCCCO.O.O
- orbital gap (eV) = 9.7



A 3-piece molecular cluster, C3H13NO3 overall at a distorted geometry. Source: the OMol25 dataset; level of theory: the ωB97M-V functional and the def2-TZVPD basis.

CARTESIAN COORDINATES (ANGSTROEM)
N  0.061  1.606  -2.227
C  0.602  0.929  -1.029
C  -0.584  0.209  -0.475
C  -0.485  -0.469  0.946
O  -1.447  -1.619  0.945
H  -0.299  2.566  -2.036
H  -0.792  1.069  -2.524
H  1.416  0.330  -1.404
H  1.011  1.597  -0.212
H  -1.016  -0.533  -1.166
H  -1.473  0.943  -0.339
H  -0.760  0.277  1.696
H  0.572  -0.885  1.077
H  -0.845  -2.405  1.043
O  0.485  -3.020  -1.497
H  0.052  -2.147  -1.532
H  0.441  -3.251  -2.412
O  0.842  1.240  3.838
H  1.012  2.049  4.391
H  1.206  1.513  2.917

## Properties
- HOMO energy (eV) = -9.321
- total charge = 0
- energy relative to the best compared isomer or geometry (same formula, charge and spin) (kJ/mol) = 170.17
- E_LUMO (eV) = 0.52
- structure (SMILES) = NCCCO.O.O
- orbital gap (eV) = 9.8



A 4-piece molecular cluster, C3H13NO3 overall at a distorted geometry. Source: the OMol25 dataset; level of theory: the ωB97M-V functional and the def2-TZVPD basis.

CARTESIAN COORDINATES (ANGSTROEM)
C  -0.021  2.480  0.626
C  0.052  1.155  0.470
C  -0.362  0.261  1.609
N  0.752  -0.604  2.018
H  -0.014  3.216  -0.161
H  -0.207  2.839  1.632
H  0.306  0.759  -0.504
H  -1.121  -0.383  1.145
H  -0.826  0.926  2.336
H  0.459  -1.205  2.774
H  1.421  0.016  2.481
O  -1.357  1.064  -2.406
H  -1.063  0.128  -2.316
H  -1.570  1.177  -3.325
O  -0.495  -1.763  -2.136
H  -0.652  -2.691  -2.018
H  0.243  -1.522  -1.539
O  1.531  -1.693  -0.516
H  1.482  -2.643  -0.596
H  1.442  -1.518  0.426

## Properties
- HOMO energy (eV) = -9.573
- total charge = 0
- energy relative to the best compared isomer or geometry (same formula, charge and spin) (kJ/mol) = 94.02
- E_LUMO (eV) = 0.63
- structure (SMILES) = C=CCN.O.O.O
- orbital gap (eV) = 10.2



A 4-piece molecular cluster, C3H13NO3 overall at a distorted geometry. Source: the OMol25 dataset; level of theory: the ωB97M-V functional and the def2-TZVPD basis.

CARTESIAN COORDINATES (ANGSTROEM)
C  -1.744  1.120  1.403
C  -0.450  1.243  0.598
C  0.864  1.132  0.961
N  1.894  0.567  0.176
H  -2.452  1.903  1.077
H  -1.774  1.143  2.616
H  -1.820  0.056  1.172
H  -0.644  0.926  -0.412
H  1.235  1.693  1.780
H  2.732  1.101  0.515
H  1.804  0.516  -0.810
H  -0.544  -0.547  -2.392
H  0.498  0.432  -1.903
O  0.114  0.041  -2.757
H  1.532  -1.380  0.304
H  1.494  -3.008  0.269
O  1.216  -2.201  -0.187
H  -2.063  -1.846  -1.049
H  -0.496  -1.652  -0.604
O  -1.394  -1.239  -0.758

## Properties
- HOMO energy (alpha / beta) (eV) = -14.818 / -14.817
- total charge = +1
- multiplicity = 2
- energy relative to the best compared isomer or geometry (same formula, charge and spin) (kJ/mol) = 224.56
- E_LUMO (alpha / beta) (eV) = -4.51 / -7.95
- orbital gap (alpha / beta) (eV) = 10.3 / 6.9



A 4-piece molecular cluster, C3H13NO4 overall at a distorted geometry. Source: the OMol25 dataset; level of theory: the ωB97M-V functional and the def2-TZVPD basis.

CARTESIAN COORDINATES (ANGSTROEM)
C  -0.151  2.544  -0.402
C  -0.846  2.925  0.885
N  -2.243  2.534  0.809
C  -0.128  2.130  1.994
O  -0.633  1.093  2.354
H  0.790  3.143  -0.377
H  -0.798  2.803  -1.246
H  0.141  1.515  -0.564
H  -0.883  3.992  1.120
H  -3.051  3.017  1.151
H  -2.392  1.544  0.717
H  0.715  2.551  2.564
O  1.038  -2.038  2.155
H  0.667  -1.214  1.807
H  0.746  -2.034  3.065
O  1.726  -2.461  -3.952
H  1.952  -3.041  -3.196
H  2.545  -2.260  -4.419
O  0.578  -4.632  -2.572
H  0.035  -4.085  -3.150
H  0.047  -4.813  -1.792

## Properties
- HOMO energy (eV) = -9.019
- total charge = 0
- energy relative to the best compared isomer or geometry (same formula, charge and spin) (kJ/mol) = 209.95
- E_LUMO (eV) = 0.74
- structure (SMILES) = C[C@@H](N)C=O.O.O.O
- orbital gap (eV) = 9.8



A 3-piece molecular cluster, C3H13NO4 overall at a distorted geometry. Source: the OMol25 dataset; level of theory: the ωB97M-V functional and the def2-TZVPD basis.

CARTESIAN COORDINATES (ANGSTROEM)
N  0.501  0.354  2.532
C  0.021  0.123  1.133
C  0.131  1.486  0.264
O  -0.693  1.474  -0.929
C  0.889  -0.944  0.304
O  1.206  -2.017  1.216
H  0.863  -0.484  2.926
H  1.150  1.019  2.486
H  -0.977  -0.224  0.917
H  1.163  1.601  -0.196
H  -0.265  2.318  0.943
H  -1.255  2.401  -1.078
H  1.956  -0.505  0.028
H  0.131  -1.376  -0.503
H  2.227  -1.822  1.160
O  -3.029  -2.270  -0.551
H  -3.687  -1.662  -0.493
H  -2.157  -2.300  -0.008
O  0.867  0.857  -3.283
H  0.478  0.376  -3.893
H  0.481  1.596  -2.976

## Properties
- HOMO energy (eV) = -9.438
- total charge = 0
- energy relative to the best compared isomer or geometry (same formula, charge and spin) (kJ/mol) = 487.09
- E_LUMO (eV) = 0.47
- structure (SMILES) = NC(CO)CO.O.O
- orbital gap (eV) = 9.9



A 2-piece molecular cluster, C3H13NO4P2 overall at a distorted geometry. Source: the OMol25 dataset; level of theory: the ωB97M-V functional and the def2-TZVPD basis.

CARTESIAN COORDINATES (ANGSTROEM)
C  0.838  -1.411  -0.047
N  0.717  -0.120  -0.739
C  0.123  0.929  0.038
P  -1.513  1.457  -0.622
P  -3.098  0.091  0.063
O  -3.650  0.658  1.272
O  -2.364  -1.296  0.282
O  -4.124  -0.101  -1.131
H  0.233  -2.200  -0.506
H  0.642  -1.297  1.010
H  1.870  -1.730  -0.148
H  0.351  -0.222  -1.674
H  0.739  1.830  -0.032
H  0.037  0.688  1.096
H  -1.415  1.517  -2.015
H  -1.853  2.739  -0.182
H  -1.951  -1.617  -0.533
H  -4.000  -0.948  -1.575
C  3.665  0.205  1.104
O  2.584  0.045  1.895
H  4.228  -0.737  0.852
H  3.471  0.651  0.082
H  4.469  0.870  1.508

## Properties
- HOMO energy (eV) = -5.207
- total charge = 0
- E_LUMO (eV) = -1.34
- orbital gap (eV) = 3.9



One molecule with the formula C3H13NSi2 at a distorted geometry. Source: the OMol25 dataset; level of theory: the ωB97M-V functional and the def2-TZVPD basis.

CARTESIAN COORDINATES (ANGSTROEM)
C  1.444  -1.263  0.904
C  0.131  -0.527  0.793
C  -1.029  -1.516  0.983
Si  0.185  0.474  -1.144
N  1.742  1.179  -1.109
Si  -1.681  1.840  -1.176
H  1.607  -1.993  0.017
H  2.298  -0.523  1.036
H  1.388  -1.901  1.754
H  0.099  0.353  1.468
H  -1.917  -0.946  0.966
H  -0.825  -2.043  1.915
H  -1.128  -2.163  0.163
H  0.357  -0.667  -1.964
H  1.720  2.076  -1.479
H  2.112  1.277  -0.209
H  -1.702  3.255  -1.531
H  -2.839  1.192  -1.785
H  -1.961  1.896  0.397

## Properties
- HOMO energy (eV) = -8.838
- total charge = 0
- energy relative to the best compared isomer or geometry (same formula, charge and spin) (kJ/mol) = 210.35
- E_LUMO (eV) = 0.65
- structure (SMILES) = CC(C)[Si@H](N)[SiH3]
- orbital gap (eV) = 9.5